(1)
A 7-piece molecular cluster, C36H91N5O12 overall at a distorted geometry, computed with ωB97M-V with the def2-TZVPD basis set.

Properties
Frontier orbital gap in eV: 8.9886
Electronic energy in eV: -70819.439
SMILES: COCCNCCOC.COCCNCCOC.COCCNCCOC.COCCNCCOC.COCCNCCOC.CC(C)O.CC(C)O
ΔE to the lowest compared entry with this formula, charge and spin in eV: 2.1502
2S+1: 1

Geometry (Å):
C  -0.359  6.281  -4.292
O  -0.387  5.212  -3.347
C  -1.570  5.101  -2.565
C  -1.406  3.972  -1.521
N  -2.530  3.863  -0.630
C  -3.691  3.231  -1.243
C  -3.568  1.736  -1.563
O  -3.552  0.952  -0.372
C  -3.320  -0.398  -0.610
H  0.504  6.141  -4.942
H  -0.308  7.252  -3.800
H  -1.286  6.332  -4.863
H  -2.397  4.902  -3.248
H  -1.823  6.076  -2.149
H  -0.510  4.199  -0.944
H  -1.132  3.010  -1.955
H  -2.214  3.263  0.119
H  -3.994  3.737  -2.159
H  -4.437  3.304  -0.452
H  -2.610  1.540  -2.044
H  -4.355  1.528  -2.288
H  -4.084  -0.796  -1.276
H  -3.398  -0.958  0.322
H  -2.282  -0.496  -0.928
C  0.717  4.455  5.159
O  -0.487  3.713  5.040
C  -1.302  3.912  3.859
C  -2.437  2.881  3.810
N  -1.889  1.539  3.584
C  -3.012  0.546  3.293
C  -2.438  -0.843  3.178
O  -1.943  -1.292  4.472
C  -1.133  -2.462  4.393
H  1.421  4.159  5.937
H  0.544  5.516  5.342
H  1.330  4.263  4.278
H  -0.757  3.813  2.920
H  -1.865  4.839  3.963
H  -2.978  3.078  2.884
H  -3.168  2.953  4.615
H  -1.295  1.176  4.316
H  -3.407  0.868  2.329
H  -3.845  0.615  3.992
H  -1.589  -0.898  2.497
H  -3.282  -1.488  2.933
H  -0.190  -2.180  3.925
H  -1.561  -3.323  3.880
H  -0.824  -2.782  5.388
C  5.250  -0.495  -0.686
O  4.182  -0.778  -1.633
C  3.529  -1.993  -1.374
C  2.350  -2.269  -2.276
N  2.937  -2.806  -3.552
C  1.890  -3.052  -4.555
C  2.604  -3.639  -5.779
O  3.243  -2.642  -6.552
C  3.592  -3.083  -7.849
H  5.516  0.560  -0.626
H  6.081  -1.200  -0.726
H  4.794  -0.653  0.291
H  3.152  -2.013  -0.352
H  4.246  -2.810  -1.300
H  1.790  -1.372  -2.543
H  1.702  -2.987  -1.775
H  3.508  -2.098  -3.992
H  1.335  -2.164  -4.857
H  1.166  -3.760  -4.151
H  1.927  -4.248  -6.377
H  3.431  -4.287  -5.489
H  4.503  -2.548  -8.115
H  2.761  -2.794  -8.492
H  3.840  -4.130  -8.022
C  -1.421  -1.108  -4.305
O  -2.795  -1.280  -4.277
C  -3.295  -2.338  -5.021
C  -4.787  -2.544  -4.808
N  -5.080  -2.811  -3.398
C  -6.411  -3.026  -2.990
C  -6.625  -2.976  -1.489
O  -6.326  -1.724  -0.945
C  -6.564  -1.671  0.465
H  -1.013  -1.902  -3.679
H  -1.106  -0.111  -3.998
H  -1.036  -1.146  -5.324
H  -2.696  -3.218  -4.786
H  -3.126  -2.193  -6.088
H  -5.105  -3.311  -5.515
H  -5.232  -1.599  -5.119
H  -4.733  -2.100  -2.771
H  -6.782  -3.969  -3.392
H  -7.049  -2.282  -3.468
H  -6.143  -3.811  -0.981
H  -7.711  -2.963  -1.398
H  -6.007  -2.311  1.149
H  -7.611  -1.846  0.711
H  -6.292  -0.664  0.780
C  4.980  -5.508  3.438
O  3.970  -4.479  3.404
C  3.585  -4.205  2.064
C  2.212  -3.466  2.029
N  2.311  -2.069  2.533
C  2.950  -1.943  3.823
C  2.813  -0.520  4.431
O  1.400  -0.363  4.813
C  1.052  0.685  5.644
H  5.307  -5.750  4.449
H  5.893  -5.150  2.963
H  4.613  -6.419  2.966
H  3.431  -5.164  1.568
H  4.258  -3.642  1.418
H  1.383  -3.970  2.526
H  1.918  -3.428  0.980
H  1.394  -1.682  2.706
H  4.026  -2.091  3.727
H  2.609  -2.753  4.468
H  3.102  0.213  3.678
H  3.506  -0.394  5.262
H  1.665  1.514  5.292
H  1.385  0.472  6.660
H  -0.017  0.874  5.549
C  4.506  2.978  0.364
C  3.882  3.923  1.398
C  4.505  3.852  2.787
O  4.036  5.235  0.886
H  3.848  2.921  -0.504
H  4.546  1.933  0.670
H  5.502  3.232  0.000
H  2.801  3.782  1.424
H  4.037  3.052  3.360
H  4.337  4.811  3.278
H  5.583  3.690  2.783
H  3.716  5.217  -0.019
C  0.938  0.985  1.886
C  0.311  1.567  0.637
C  0.438  0.632  -0.517
O  -1.085  1.791  0.879
H  0.929  1.663  2.740
H  1.923  0.588  1.640
H  0.387  0.111  2.233
H  0.743  2.547  0.431
H  -0.006  -0.315  -0.208
H  1.503  0.510  -0.715
H  -0.054  0.987  -1.423
H  -1.350  1.667  1.793

Mulliken atomic charge list, values in e, 2 entries: -0.8019, -0.2995

=====

(2)
C36H94CrN8O12 as an isolated structure at a distorted geometry, computed with ωB97M-V with the def2-TZVPD basis set.

Properties
Frontier orbital gap (spin up / spin down) in eV: 8.4858 / 9.2056
Electronic energy in eV: -103760.340
ΔE to the lowest compared entry with this formula, charge and spin in eV: 3.1248
2S+1: 4
Total charge: +1

Geometry (Å):
Cr  1.072  0.320  0.410
C  1.335  -2.924  -2.076
C  1.182  -1.783  -1.094
O  2.146  -1.016  -0.880
O  0.168  -1.495  -0.400
H  2.273  -3.460  -2.224
H  1.107  -2.398  -3.004
H  0.558  -3.677  -1.946
C  -1.350  2.005  3.386
C  -0.557  1.563  2.149
O  -0.841  0.566  1.537
O  0.475  2.130  1.622
H  -2.352  1.811  3.002
H  -1.297  3.072  3.603
H  -1.131  1.392  4.261
C  2.294  0.260  4.605
C  2.802  0.141  3.184
C  4.232  -0.451  3.077
O  4.510  -0.349  1.699
C  5.817  -0.841  1.443
N  1.828  -0.487  2.267
H  2.453  -0.683  5.128
H  1.237  0.491  4.738
H  2.960  0.977  5.084
H  2.929  1.202  2.971
H  4.295  -1.505  3.346
H  4.919  0.032  3.772
H  6.636  -0.318  1.937
H  6.022  -0.907  0.374
H  5.937  -1.861  1.808
H  2.240  -1.395  2.105
H  1.190  -0.918  2.920
C  4.646  2.852  0.967
C  3.178  2.795  0.574
C  2.849  3.784  -0.624
O  1.441  3.961  -0.935
C  1.165  5.157  -1.677
N  2.836  1.413  0.229
H  5.142  2.688  0.010
H  4.936  2.039  1.633
H  4.863  3.906  1.137
H  2.614  3.221  1.405
H  3.188  3.410  -1.590
H  3.155  4.794  -0.353
H  1.587  5.016  -2.672
H  1.416  6.009  -1.045
H  0.111  5.120  -1.952
H  3.470  0.920  0.841
H  3.313  1.345  -0.659
C  -1.506  0.547  -2.832
C  -0.178  1.280  -2.604
C  0.001  2.573  -3.401
O  -1.075  3.454  -3.208
C  -1.136  4.457  -4.232
N  0.128  1.494  -1.142
H  -1.509  -0.023  -3.761
H  -2.316  1.261  -2.977
H  -1.721  -0.183  -2.051
H  0.547  0.568  -3.001
H  0.214  2.180  -4.396
H  0.956  3.045  -3.173
H  -2.109  4.942  -4.159
H  -0.924  3.986  -5.192
H  -0.367  5.224  -4.141
H  -0.716  1.978  -0.871
H  0.613  2.370  -1.272
C  -4.545  -2.983  2.488
C  -3.650  -1.829  2.013
C  -4.468  -0.568  1.623
O  -5.027  0.028  2.790
C  -5.572  1.366  2.629
N  -2.692  -1.424  3.037
H  -5.211  -2.817  3.335
H  -3.916  -3.850  2.690
H  -5.129  -3.331  1.636
H  -3.086  -2.087  1.117
H  -5.295  -0.756  0.939
H  -3.832  0.153  1.108
H  -6.426  1.378  1.952
H  -4.875  2.020  2.105
H  -5.898  1.903  3.519
H  -2.176  -0.707  2.548
H  -3.192  -0.941  3.769
C  -1.939  4.950  0.133
C  -3.033  3.869  0.064
C  -4.372  4.442  -0.366
O  -5.349  3.619  0.246
C  -6.687  3.715  -0.353
N  -2.468  2.762  -0.730
H  -0.926  4.618  0.364
H  -2.200  5.632  0.943
H  -1.824  5.507  -0.797
H  -3.247  3.608  1.101
H  -4.393  4.402  -1.455
H  -4.537  5.432  0.060
H  -7.292  2.972  0.165
H  -6.598  3.677  -1.439
H  -7.093  4.685  -0.067
H  -3.148  2.018  -0.788
H  -2.382  3.150  -1.659
C  -0.332  -4.158  2.651
C  0.615  -3.741  3.736
C  2.057  -3.948  3.418
O  2.579  -3.182  2.332
C  2.879  -3.883  1.148
N  0.155  -2.347  4.012
H  -0.136  -5.179  2.325
H  -0.193  -3.520  1.778
H  -1.400  -4.112  2.866
H  0.362  -4.231  4.676
H  2.304  -5.010  3.450
H  2.618  -3.608  4.289
H  3.109  -3.240  0.297
H  2.115  -4.537  0.727
H  3.868  -4.293  1.351
H  0.512  -2.095  4.923
H  -0.837  -2.255  4.179
C  -2.271  -3.421  -1.498
C  -2.491  -4.832  -2.076
C  -2.405  -5.978  -1.012
O  -3.332  -5.772  -0.005
C  -3.389  -6.902  0.935
N  -3.870  -4.794  -2.584
H  -3.245  -3.098  -1.131
H  -1.950  -2.682  -2.233
H  -1.625  -3.311  -0.627
H  -1.790  -4.930  -2.906
H  -1.426  -6.149  -0.565
H  -2.769  -6.901  -1.464
H  -3.954  -6.665  1.836
H  -2.403  -7.103  1.354
H  -3.757  -7.877  0.616
H  -3.883  -5.564  -3.237
H  -4.253  -5.216  -1.750
C  5.117  2.647  -3.534
C  4.146  1.415  -3.430
C  4.244  0.355  -4.554
O  3.244  -0.672  -4.272
C  2.259  -0.851  -5.264
N  4.433  0.749  -2.181
H  4.535  3.449  -3.988
H  6.057  2.426  -4.039
H  5.327  3.083  -2.557
H  3.101  1.680  -3.271
H  5.247  -0.071  -4.572
H  4.217  0.710  -5.584
H  2.528  -0.971  -6.313
H  1.550  -0.027  -5.337
H  1.546  -1.663  -5.121
H  4.126  -0.212  -2.135
H  5.435  0.793  -2.060

Mulliken atomic charge list, values in e, 2 entries: 1.3339, -1.5120

=====

> The lowest ΔE to the lowest compared entry with this formula, charge and spin belongs to which entry?

C36H91N5O12